14
Properties=species:S:1:pos:R:3 method="wB97M-V/def2-TZVPD" e_tot_ha=-1766.2539 charge=+1 gap_ev=6.31 e_lumo_ev=-7.0 homo_ev=-13.34 relative_energy_ev=0.685
H 5.1467 -0.3093 0.3728
H -1.3834 -1.3705 0.9006
C -0.8151 0.2493 -0.4957
O 3.2936 -0.8735 0.7802
C -2.9268 0.8477 0.1514
O -1.6853 1.3050 0.0554
H -1.5684 -1.7877 -0.8342
O 3.6845 1.0505 -0.1690
C 4.0988 0.0565 0.4880
O -3.8945 1.5265 0.3949
H -0.9025 0.3658 -1.5910
O -2.9745 -0.4716 -0.0439
C -1.6168 -0.9764 -0.0995
Lu 1.5438 0.3879 0.0902